A molecular structure, C33H34Br2FN5OSSeSiZr, computed with wB97M-V/def2-TZVPD.

Last column: Löwdin charge in e.
CARTESIAN COORDINATES (ANGSTROEM)
Zr 0.538818 0.128193 -0.627657  1.438
C -2.743843 -0.778812 -1.748049  -0.160
Si -2.200127 -1.905659 -0.321160  0.417
C -2.330047 -3.702800 -0.894772  -0.152
C -3.440223 -1.658705 1.097553  -0.171
N -0.567333 -1.518287 0.116952  -0.243
C 0.182532 -2.346847 0.927181  -0.326
C -0.325646 -3.251771 1.874942  -0.036
C 0.504200 -4.072307 2.618877  -0.088
C 1.882657 -4.040238 2.461250  -0.090
C 2.427945 -3.161895 1.535433  -0.005
C 1.576065 -2.361807 0.823650  -0.207
F 2.127700 -1.495220 -0.123178  -0.149
H -3.231749 -1.381561 -2.516235  0.044
H -1.905257 -0.287062 -2.238581  -0.026
H -3.460443 -0.020689 -1.422494  0.029
H -3.377460 -4.004117 -0.973293  0.034
H -1.834668 -4.376768 -0.193475  0.025
H -1.865246 -3.835855 -1.873052  0.015
H -4.415802 -1.366649 0.701563  0.029
H -3.113052 -0.885942 1.796516  0.012
H -3.582261 -2.580791 1.666165  0.022
H -1.398077 -3.286830 2.022049  0.091
H 0.062167 -4.755043 3.334021  0.104
H 2.523111 -4.683425 3.047655  0.101
H 3.492871 -3.103277 1.353330  0.125
Br -0.152473 2.812622 -4.887908  0.812
C -1.306651 2.891047 -3.393821  -0.580
C -2.470497 3.666317 -3.453697  -0.158
C -3.307192 3.736576 -2.374125  -0.617
Br -4.895927 4.767164 -2.508402  0.779
C -3.004747 3.057501 -1.172242  -0.188
C -3.777751 3.085781 0.008257  -0.011
C -3.337901 2.414982 1.118490  -0.019
C -2.136516 1.693553 1.061968  -0.111
N -1.414672 1.604379 -0.029947  0.062
C -1.826454 2.278205 -1.136269  -0.178
C -0.971523 2.149962 -2.271603  -0.423
O 0.065545 1.365046 -2.193071  -0.420
H -2.701737 4.197886 -4.365878  0.099
H -4.708009 3.636157 0.026474  0.085
H -3.909087 2.440005 2.035567  0.113
H -1.738194 1.186297 1.933281  0.099
S 3.269188 0.662716 -1.739424  0.728
C 2.645789 2.187325 -1.684810  -0.834
N 2.952714 3.122060 -2.654476  0.089
C 2.361151 4.333094 -2.688393  -0.077
C 1.503910 4.693037 -1.696943  -0.033
C 1.246636 3.729302 -0.696852  -0.094
N 1.783411 2.538004 -0.696464  0.001
H 3.551035 2.803988 -3.400766  0.148
H 2.609462 4.973327 -3.522378  0.134
H 1.019859 5.656408 -1.691252  0.111
H 0.570107 3.945327 0.124748  0.128
C 1.246096 0.065556 4.891358  -0.052
C 1.065065 1.341035 4.057187  -0.635
C 2.245136 2.290674 4.306327  -0.056
C -0.242192 2.035945 4.464068  -0.063
C 1.016598 0.987680 2.630635  -0.128
C 0.976866 0.695831 1.450185  -0.140
H 1.252724 0.308077 5.956612  0.083
H 2.186711 -0.424555 4.637753  0.086
H 0.437103 -0.640532 4.698431  0.083
H 2.295449 2.557982 5.364252  0.082
H 2.135062 3.204472 3.720404  0.081
H 3.183205 1.814922 4.019454  0.086
H -0.184982 2.359909 5.505386  0.083
H -1.089504 1.353887 4.366322  0.078
H -0.425010 2.912818 3.839756  0.080
Se 0.799932 -1.224606 -2.975267  0.665
C 1.816638 -2.848513 -3.023932  -0.622
C 3.207390 -2.830030 -3.061441  -0.127
C 3.887288 -4.032213 -3.181739  -0.163
N 3.289385 -5.217836 -3.260801  0.041
C 1.960014 -5.227346 -3.217041  -0.161
C 1.183518 -4.085179 -3.097287  -0.117
H 3.745829 -1.893528 -3.012365  0.062
H 4.972375 -4.045263 -3.223538  0.100
H 1.488627 -6.203561 -3.279086  0.100
H 0.104365 -4.149525 -3.070887  0.077

Atomic forces in eV per Å
0.4510 -0.0421 -0.1830
0.0640 -0.0611 0.3455
-0.6565 -0.3055 -0.3900
0.1027 0.2920 0.1508
0.2398 -0.0837 -0.0956
-0.0416 0.5870 -0.0055
0.3592 -0.4761 0.2753
-0.0810 0.2780 -0.1486
0.0372 -0.1160 0.1043
-0.1007 0.0316 0.0138
0.1276 0.0398 -0.0596
-0.1282 -0.1425 -0.0163
-0.1731 -0.2858 0.4730
0.0243 -0.0567 0.0074
-0.0262 -0.0212 -0.1333
0.0269 0.0152 0.0297
-0.0118 0.0255 0.0048
-0.0261 -0.0371 -0.0241
0.0168 0.0618 0.0081
0.0075 -0.0040 -0.0239
-0.0077 0.0013 -0.0077
0.0036 0.0205 0.0204
0.0224 -0.0430 0.0419
0.0060 0.0180 0.0005
0.0099 -0.0104 -0.0206
-0.0121 0.0291 0.0061
-0.0967 0.0315 0.0681
0.4154 -0.3573 0.1352
-0.2060 0.0916 0.1336
-0.0977 0.1292 -0.2132
0.0901 -0.0356 0.0061
0.1902 -0.1260 0.1225
0.0827 -0.1141 0.0999
-0.1672 0.1799 -0.1341
0.2444 -0.1873 0.1893
0.1855 -0.2993 -0.4383
-0.0974 0.2304 -0.1163
-0.3654 0.4436 -0.3490
-0.6310 0.1600 -0.4400
-0.0231 0.0110 0.0169
0.0069 0.0398 -0.0018
0.0440 -0.0468 0.0300
-0.0036 -0.0652 -0.0402
-0.1141 0.0638 0.2200
0.6042 0.0161 -0.2110
-0.3354 -0.0269 0.3377
-0.0068 0.0695 0.0121
-0.0301 0.0788 0.0222
0.2293 -0.0890 0.0203
-0.3531 0.3836 -0.0151
0.0282 0.0298 -0.0792
0.0219 -0.0121 -0.0098
0.0243 0.0014 -0.0214
-0.0481 -0.0203 -0.0238
0.0113 -0.0256 -0.0273
0.0410 0.0088 0.1020
-0.0090 -0.0120 -0.0310
0.0126 -0.0147 -0.0421
-0.0228 0.0416 0.0137
0.2494 -0.0631 0.7019
0.0114 0.0107 -0.0001
-0.0088 -0.0092 0.0070
0.0003 0.0073 -0.0028
0.0075 -0.0034 0.0028
-0.0020 0.0025 0.0067
0.0016 0.0090 0.0067
-0.0063 -0.0088 0.0076
0.0010 0.0073 -0.0142
-0.0067 0.0003 0.0084
0.0142 -0.3097 -0.7633
-0.2371 0.1946 0.3132
-0.0495 -0.0862 0.0090
0.0059 0.0595 0.0185
0.0791 -0.1430 -0.0093
-0.0569 0.0139 0.0276
0.1141 0.0042 -0.0020
0.0333 -0.0033 -0.0305
-0.0143 0.0275 0.0139
-0.0057 0.0207 -0.0026
0.0108 -0.0240 -0.0078

Largest force on an atom: 0.8 eV/Å
Charge: 0
HOMO level: -7.0 eV
Gap between HOMO and LUMO: 6.1 eV